1.
The following is a quantum chemistry calculation of one molecule with the formula C7H14 in a non-equilibrium geometry, from the OMol25 dataset.

Summary:
- spin multiplicity = 1
- relative energy (zero: lowest compared OMol25 entry of this formula, charge and spin) (eV) = 3.0427
- energy (a.u.) = -275.00443
- structure (SMILES) = C[C@@H]1[C@H](C)C1(C)C
- gap between HOMO and LUMO (eV) = 8.60

Last column: Löwdin charge in e.
CARTESIAN COORDINATES (ANGSTROEM)
1 C -1.2549 1.7847 0.6261  -0.10
2 C -0.3253 1.1821 -0.4006  -0.17
3 C -0.5140 -0.2310 -0.8745  -0.32
4 C -1.6051 -1.0966 -0.2478  -0.06
5 C 0.7483 -0.1400 -0.1176  -0.44
6 C 0.9494 -0.8383 1.1903  -0.04
7 C 1.9717 -0.1065 -1.0420  -0.05
8 H -2.1942 2.1397 0.1707  0.08
9 H -0.7769 2.6727 1.0467  0.07
10 H -1.5331 1.1085 1.4419  0.06
11 H 0.7320 1.4777 -0.2334  0.11
12 H -0.4031 -0.4526 -1.9354  0.13
13 H -1.3296 -2.1509 -0.3800  0.08
14 H -2.5751 -0.9454 -0.7281  0.08
15 H -1.7417 -0.9393 0.8267  0.06
16 H 1.9091 -0.5740 1.6494  0.08
17 H 0.9489 -1.9198 1.0073  0.09
18 H 0.1564 -0.6072 1.9049  0.07
19 H 1.7990 0.5439 -1.9100  0.09
20 H 2.9062 0.2150 -0.5635  0.08
21 H 2.1321 -1.1228 -1.4311  0.09

Atoms 1-3, force components in eV/Å:
0.085 -0.044 0.273
0.866 -0.305 1.036
0.224 -0.394 -0.142

=====

2.
The following is a quantum chemistry calculation of C17H18N3O4Pd as an isolated structure in a non-equilibrium geometry, from the OMol25 dataset.

Summary:
- spin multiplicity = 3
- charge = -1
- relative energy (zero: lowest compared OMol25 entry of this formula, charge and spin) (eV) = 0.8921
- energy (a.u.) = -1251.65680
- ⟨S²⟩ = 2.008
- gap between HOMO and LUMO (spin up / spin down) (eV) = 7.97 / 7.49

Last column: Löwdin charge in e.
CARTESIAN COORDINATES (ANGSTROEM)
1 Pd -0.6610 0.9977 0.3177  0.95
2 C -1.3213 -2.9077 -1.4129  -0.02
3 C -2.0771 -1.5822 -1.3978  -0.53
4 C -3.1845 -1.5246 -2.4517  -0.02
5 O -1.1209 -0.5606 -1.6711  -0.09
6 C -2.7295 -1.4446 0.0303  -0.65
7 O -3.6844 -2.1737 0.2764  0.02
8 O -2.2427 -0.5828 0.8145  -0.13
9 H -0.9835 -3.1511 -2.4185  0.08
10 H -1.9574 -3.7020 -1.0341  0.09
11 H -0.4524 -2.8161 -0.7656  0.09
12 H -2.7962 -1.8061 -3.4291  0.08
13 H -3.5768 -0.5085 -2.5126  0.08
14 H -4.0015 -2.1861 -2.1784  0.08
15 H -1.6110 0.2508 -1.8878  0.04
16 N 8.5949 -2.6239 1.8483  0.13
17 C 7.5689 -2.1406 1.6485  -0.22
18 C 6.3091 -1.5706 1.4072  -0.26
19 C 5.1991 -1.9981 2.1493  -0.03
20 C 3.9624 -1.4496 1.9137  -0.03
21 C 3.7829 -0.4552 0.9393  -0.27
22 C 4.8996 -0.0395 0.1986  -0.03
23 C 6.1407 -0.5839 0.4266  -0.04
24 C 2.4972 0.0661 0.7027  -0.19
25 C 1.3689 0.4574 0.4491  -0.09
26 H 5.3305 -2.7618 2.9044  0.11
27 H 3.0977 -1.7775 2.4697  0.12
28 H 4.7635 0.7157 -0.5622  0.11
29 H 6.9989 -0.2591 -0.1479  0.11
30 N -3.6137 1.5787 -0.2341  0.00
31 C -4.7262 2.2866 -0.4584  -0.10
32 C -4.4404 3.1785 -1.4709  -0.08
33 C -3.1049 2.9222 -1.7955  -0.15
34 N -2.6247 1.9428 -1.0456  -0.03
35 H -3.4356 0.8378 0.4516  0.12
36 H -5.6295 2.1186 0.0914  0.11
37 H -5.0932 3.9073 -1.9092  0.08
38 H -2.4898 3.4009 -2.5321  0.10
39 C -0.5705 3.1877 2.4796  -0.33
40 O -1.1552 2.8011 1.3085  -0.42
41 H -1.0688 4.1105 2.8436  0.06
42 H 0.5065 3.4160 2.3628  0.06
43 H -0.6685 2.4297 3.2818  0.06

Atoms 1-3, force components in eV/Å:
0.097 0.684 0.146
-0.050 0.265 0.021
-0.369 -0.318 0.292

=====

3.
The following is a quantum chemistry calculation of C2H4NO2S as an isolated structure in a non-equilibrium geometry, from the OMol25 dataset.

Summary:
- spin multiplicity = 1
- charge = +1
- relative energy (zero: lowest compared OMol25 entry of this formula, charge and spin) (eV) = 2.4783
- energy (a.u.) = -681.57326
- gap between HOMO and LUMO (spin up / spin down) (eV) = 7.95 / 8.46

Last column: Löwdin charge in e.
CARTESIAN COORDINATES (ANGSTROEM)
1 C -0.4720 -0.4697 -0.3961  -0.15
2 C 0.3343 0.8027 -0.6499  -0.30
3 N -0.3992 -0.8684 0.9915  -0.05
4 O -1.2507 -0.9846 1.7725  0.27
5 O 1.1105 0.0322 1.5537  -0.44
6 S 1.8580 0.5161 0.3520  1.14
7 H -1.5249 -0.3372 -0.6788  0.16
8 H -0.0495 -1.3133 -0.9615  0.16
9 H 0.5737 0.9308 -1.7043  0.11
10 H -0.1803 1.6915 -0.2791  0.11

Atoms 1-3, force components in eV/Å:
-0.285 0.447 -1.772
0.395 -0.192 0.166
-0.974 -1.280 1.552

=====

4.
The following is a quantum chemistry calculation of an isolated ion of composition C7H20N4 and charge +2 in a non-equilibrium geometry, from the OMol25 dataset.

Summary:
- spin multiplicity = 1
- charge = +2
- relative energy (zero: lowest compared OMol25 entry of this formula, charge and spin) (eV) = 6.4235
- energy (a.u.) = -496.90070
- structure (SMILES) = CC(C)NNC/[NH+]=[NH+]/C(C)C
- gap between HOMO and LUMO (spin up / spin down) (eV) = 6.62 / 9.71

Last column: Löwdin charge in e.
CARTESIAN COORDINATES (ANGSTROEM)
1 C 2.4873 2.0312 -2.7350  -0.02
2 C 2.4765 1.1472 -1.4538  -0.43
3 C 3.7812 0.5005 -1.1915  -0.02
4 N 1.5458 0.0887 -1.6601  0.03
5 N 0.3410 0.0902 -1.1804  0.09
6 C 0.0268 0.7801 0.2140  -0.11
7 N -0.7221 -0.1045 0.9653  0.08
8 N -2.2067 0.0581 1.0733  0.19
9 C -3.0056 -0.8886 1.7434  -0.43
10 C -2.4436 -1.2801 3.0565  -0.01
11 C -3.1207 -1.9861 0.7352  0.00
12 H 3.3770 1.6330 -3.3663  0.11
13 H 1.4399 1.9150 -3.3373  0.14
14 H 2.6091 3.1175 -2.4687  0.10
15 H 1.9859 1.7384 -0.6293  0.13
16 H 4.5156 0.7962 -1.9370  0.10
17 H 3.6133 -0.5977 -1.1439  0.10
18 H 4.2230 0.6932 -0.2020  0.11
19 H 1.9189 -0.8244 -2.0253  0.21
20 H -0.3481 -0.6852 -1.3098  0.18
21 H 0.9881 1.0875 0.8003  0.18
22 H -0.5325 1.6684 -0.1975  0.16
23 H -0.2197 -0.6865 1.5900  0.14
24 H -2.3820 1.0530 0.9157  0.19
25 H -3.9112 -0.4086 1.8081  0.14
26 H -3.0067 -2.1741 3.4850  0.15
27 H -1.3759 -1.4474 2.9972  0.08
28 H -2.7016 -0.5893 3.8267  0.09
29 H -2.5044 -2.7792 1.1859  0.11
30 H -2.7496 -1.6099 -0.2702  0.11
31 H -4.0987 -2.3366 0.7114  0.08

Atoms 1-3, force components in eV/Å:
-0.880 -0.176 -1.754
-1.463 2.109 0.075
1.411 -0.949 1.402

=====

5.
The following is a quantum chemistry calculation of C23H41AuBrP2 as an isolated structure in a non-equilibrium geometry, from the OMol25 dataset.

Summary:
- spin multiplicity = 3
- charge = +1
- relative energy (zero: lowest compared OMol25 entry of this formula, charge and spin) (eV) = 3.6291
- energy (a.u.) = -4292.85937
- ⟨S²⟩ = 2.047
- gap between HOMO and LUMO (spin up / spin down) (eV) = 5.82 / 5.66

Last column: Löwdin charge in e.
CARTESIAN COORDINATES (ANGSTROEM)
1 Au -3.1912 0.6854 -0.7348  0.64
2 C 0.0384 0.9784 1.7782  -0.28
3 C -1.1604 0.1882 1.6542  -0.24
4 C 0.6677 -1.2064 1.5152  -0.23
5 C 1.1428 0.1113 1.7338  -0.30
6 C -0.7406 -1.1641 1.4614  -0.24
7 C 0.1815 2.4061 2.0740  -0.08
8 H -0.7980 2.8869 2.0386  0.06
9 H 0.8631 2.8906 1.3558  0.07
10 H 0.6130 2.5768 3.0738  0.10
11 C 2.5676 0.4403 1.9234  -0.05
12 H 2.7147 1.5229 2.0230  0.08
13 H 3.1719 0.1018 1.0673  0.07
14 H 2.9878 -0.0464 2.8212  0.10
15 C 1.5446 -2.3998 1.4766  -0.02
16 H 2.0262 -2.5928 2.4496  0.10
17 H 2.3448 -2.2435 0.7447  0.08
18 H 0.9980 -3.3033 1.1762  0.08
19 C -1.5852 -2.3696 1.4507  -0.06
20 H -1.4662 -2.9388 2.3926  0.10
21 H -1.2856 -3.0387 0.6286  0.08
22 H -2.6440 -2.1099 1.3173  0.07
23 C -2.3679 0.5752 2.3967  -0.07
24 H -2.1558 0.3376 3.4537  0.12
25 H -3.2432 0.0016 2.1033  0.06
26 H -2.5778 1.6447 2.3619  0.07
27 C -2.3579 3.4919 -4.6159  -0.14
28 C -2.9890 4.1221 -3.5933  -0.15
29 C -4.4559 4.2141 -3.4511  -0.17
30 C -5.2030 2.8800 -3.6863  -0.17
31 C -4.4069 1.6857 -3.3990  -0.20
32 C -3.7749 0.8555 -4.3144  -0.29
33 C -3.4891 1.4540 -5.7496  -0.15
34 C -2.9569 2.8722 -5.8555  -0.17
35 H -4.8587 4.9820 -4.1289  0.13
36 H -5.6354 2.8712 -4.6970  0.12
37 H -4.6891 4.5850 -2.4441  0.11
38 H -3.6919 3.5360 -6.3472  0.13
39 H -1.2716 3.6614 -4.7306  0.10
40 H -2.4561 4.9529 -3.1086  0.11
41 H -2.1245 2.8356 -6.5921  0.12
42 H -2.7836 0.7784 -6.2250  0.10
43 H -4.1946 -0.1468 -4.5208  0.08
44 H -4.3951 1.3815 -6.3685  0.12
45 H -6.0707 2.8753 -2.9971  0.13
46 H -4.3843 1.3779 -2.3430  -0.01
47 P -0.2239 2.1457 -2.0433  0.59
48 C 0.9463 3.3922 -2.6421  -0.25
49 C -1.3033 3.2840 -1.1478  -0.24
50 P -2.5958 -0.2780 -2.8400  0.73
51 C -1.2837 1.2253 -3.1561  -0.53
52 C -4.0608 -1.4799 -2.4997  -0.29
53 C -1.3186 -1.5555 -3.0077  -0.25
54 H 1.9425 2.9650 -2.7971  0.03
55 H 1.0611 4.1727 -1.8637  0.07
56 H 0.5205 3.8505 -3.5472  0.05
57 H -2.3883 3.0214 -1.0793  0.02
58 H -1.2789 4.2182 -1.7676  0.05
59 H -0.9008 3.5539 -0.1363  0.06
60 H -1.3679 -1.7743 -4.0815  0.06
61 H -1.4975 -2.4894 -2.4460  0.05
62 H -0.2985 -1.1986 -2.7841  -0.01
63 H -0.7498 0.8916 -4.0556  0.07
64 H -2.0599 1.9839 -3.4073  -0.02
65 H -3.7246 -2.3752 -1.9433  0.04
66 H -4.4870 -1.8014 -3.4716  0.04
67 H -4.8505 -1.0110 -1.8857  0.02
68 Br 1.2950 0.5841 -1.3912  0.60

Atoms 1-3, force components in eV/Å:
1.064 -0.765 0.597
1.725 -1.318 -0.238
1.618 0.255 0.768